{
  "formula": "H20O10",
  "method": "ωB97M-V/def2-TZVPD",
  "e_homo_ha": -0.4201,
  "spin_multiplicity": 1,
  "species": ["O", "H", "H", "O", "H", "H", "O", "H", "H", "O", "H", "H", "O", "H", "H", "O", "H", "H", "O", "H", "H", "O", "H", "H", "O", "H", "H", "O", "H", "H"],
  "xyz": [[0.360, 1.838, -1.629], [0.267, 2.190, -2.514], [-0.491, 1.687, -1.250], [2.166, -0.105, -1.539], [1.646, 0.717, -1.552], [2.533, -0.093, -0.569], [-2.384, 0.978, -1.342], [-3.095, 1.356, -0.827], [-2.320, 0.002, -1.128], [0.425, -2.086, -1.501], [1.055, -1.211, -1.545], [0.883, -2.622, -2.130], [2.696, -0.222, 1.156], [2.019, -0.883, 1.444], [3.576, -0.605, 1.127], [0.761, -2.011, 1.206], [-0.069, -1.728, 1.602], [0.484, -2.182, 0.318], [-1.522, 1.855, 1.172], [-1.498, 1.529, 0.262], [-0.547, 1.946, 1.348], [-1.663, -0.686, 2.086], [-1.981, -0.712, 2.981], [-1.792, 0.205, 1.712], [-2.328, -1.671, -0.641], [-1.394, -1.894, -0.949], [-2.160, -1.452, 0.310], [1.380, 2.258, 1.011], [1.733, 1.375, 1.314], [1.261, 2.228, 0.067]],
  "forces_ev_per_angstrom": [[1.5, 0.5, -0.1], [-0.4, 0.1, -0.1], [-1.4, -0.2, -0.3], [0.9, 0.0, 2.1], [-0.2, -0.1, -0.3], [-0.9, -0.3, -1.9], [0.9, -0.4, 0.0], [-0.4, -0.1, 0.1], [-0.6, 0.4, -0.2], [0.9, 2.5, 0.3], [-1.1, -1.5, 0.3], [0.1, -0.9, -0.6], [0.0, 0.4, 0.1], [0.3, -0.4, -0.5], [-0.1, -0.2, 0.4], [0.0, 0.1, 1.4], [-0.3, 0.3, 0.7], [0.3, -0.5, -1.7], [1.2, -0.2, 0.1], [-0.5, 0.1, -0.2], [-0.6, 0.3, 0.2], [0.2, -0.8, -0.8], [-0.3, 0.2, 0.4], [0.1, 0.5, 0.5], [2.0, 0.3, 0.6], [-1.3, 0.1, 0.0], [-0.5, -0.4, -0.6], [0.0, -1.0, 1.6], [-0.1, 1.3, -0.8], [0.1, -0.1, -0.7]],
  "lowdin_charge": [-0.020, 0.091, 0.006, -0.088, -0.003, 0.066, -0.071, 0.057, 0.029, -0.122, 0.066, 0.041, -0.075, 0.035, 0.078, -0.035, 0.018, -0.012, -0.065, -0.017, 0.050, -0.054, 0.061, 0.009, -0.081, 0.042, 0.027, -0.061, 0.040, -0.011]
}


{
  "formula": "C36H45N7PS5W",
  "method": "ωB97M-V/def2-TZVPD",
  "charge": 1,
  "e_homo_ha": [-0.2593, -0.3296],
  "spin_multiplicity": 3,
  "s_squared": 2.0299,
  "species": ["W", "S", "C", "C", "C", "C", "C", "C", "S", "C", "C", "C", "C", "C", "C", "C", "S", "C", "C", "C", "C", "C", "C", "S", "N", "H", "H", "H", "H", "H", "H", "H", "H", "H", "H", "H", "H", "H", "H", "H", "C", "N", "C", "N", "C", "N", "C", "P", "C", "C", "H", "H", "H", "H", "H", "H", "H", "H", "H", "H", "H", "H", "H", "C", "C", "C", "C", "C", "C", "C", "C", "N", "H", "H", "H", "H", "H", "H", "H", "H", "H", "C", "N", "C", "S", "N", "C", "H", "H", "H", "H", "H", "H", "H", "H"],
  "xyz": [[-0.057, 0.625, -0.869], [-0.050, -1.325, 0.763], [0.654, -2.912, 0.415], [-0.229, -3.989, 0.551], [0.204, -5.301, 0.455], [1.541, -5.575, 0.208], [2.425, -4.522, 0.044], [2.000, -3.199, 0.145], [3.198, -1.918, -0.082], [2.633, -1.283, -1.702], [2.967, 0.173, -1.689], [4.208, 0.583, -2.145], [4.638, 1.874, -1.900], [3.832, 2.701, -1.143], [2.581, 2.253, -0.746], [1.742, 3.178, 0.089], [0.421, 2.321, 1.010], [-0.875, 3.518, 0.794], [-1.370, 4.224, 1.879], [-2.347, 5.188, 1.681], [-2.782, 5.455, 0.389], [-2.279, 4.748, -0.691], [-1.336, 3.734, -0.510], [-0.748, 2.800, -1.880], [2.115, 1.032, -1.076], [-1.276, -3.775, 0.727], [-0.509, -6.108, 0.560], [1.891, -6.595, 0.126], [3.469, -4.713, -0.172], [1.567, -1.452, -1.780], [3.146, -1.800, -2.511], [4.832, -0.134, -2.661], [5.602, 2.213, -2.255], [4.150, 3.695, -0.859], [1.246, 3.896, -0.563], [2.383, 3.715, 0.787], [-0.985, 4.023, 2.870], [-2.746, 5.741, 2.521], [-3.520, 6.229, 0.219], [-2.620, 4.975, -1.694], [2.177, -0.840, 5.866], [0.712, -0.774, 6.325], [0.151, -2.202, 6.271], [0.288, -2.751, 4.976], [1.690, -2.751, 4.562], [2.276, -1.413, 4.578], [1.714, -0.556, 3.525], [-0.132, -0.325, 3.629], [-0.088, 0.156, 5.447], [-0.577, -2.097, 3.982], [2.693, -1.447, 6.613], [2.553, 0.183, 5.884], [0.683, -0.446, 7.290], [-0.894, -2.137, 6.576], [0.723, -2.772, 7.005], [1.757, -3.154, 3.551], [2.258, -3.394, 5.239], [1.954, -0.981, 2.551], [2.190, 0.428, 3.571], [-1.100, 0.183, 5.854], [0.352, 1.149, 5.554], [-0.524, -2.663, 3.053], [-1.613, -2.138, 4.327], [-0.737, -2.944, -2.805], [-0.210, -2.087, -3.924], [0.036, -2.643, -5.171], [0.528, -1.882, -6.221], [0.781, -0.532, -6.017], [0.561, 0.073, -4.788], [0.838, 1.539, -4.614], [0.059, -0.715, -3.726], [-0.161, -0.183, -2.484], [-1.464, -3.664, -3.183], [-1.213, -2.346, -2.027], [0.064, -3.518, -2.329], [-0.171, -3.697, -5.320], [0.708, -2.333, -7.187], [1.164, 0.072, -6.831], [1.441, 1.910, -5.443], [1.369, 1.751, -3.686], [-0.082, 2.127, -4.584], [-4.033, 2.171, -3.380], [-3.464, 1.228, -2.427], [-3.604, 1.196, -1.112], [-2.542, 0.215, -0.178], [-4.584, 1.853, -0.479], [-5.884, 2.224, -1.029], [-3.455, 2.087, -4.295], [-3.944, 3.195, -3.014], [-5.074, 1.947, -3.607], [-2.651, 0.717, -2.742], [-4.545, 1.719, 0.517], [-5.819, 3.076, -1.702], [-6.520, 2.507, -0.194], [-6.349, 1.383, -1.546]],
  "forces_ev_per_angstrom": [[-0.4, -0.5, 0.0], [0.2, 0.3, -0.1], [-0.1, -0.1, 0.1], [0.0, 0.0, 0.0], [0.0, 0.0, 0.0], [0.0, 0.0, 0.0], [0.0, 0.0, 0.0], [-0.1, 0.0, 0.0], [0.0, 0.0, 0.1], [0.0, 0.1, -0.1], [0.0, 0.1, 0.0], [-0.1, 0.0, 0.0], [0.0, 0.0, 0.0], [0.0, -0.1, 0.0], [0.1, 0.0, 0.0], [0.0, 0.0, -0.1], [-0.1, -0.1, 0.2], [0.1, 0.0, -0.1], [0.0, 0.0, 0.1], [0.0, 0.0, 0.0], [0.0, 0.0, 0.0], [0.0, 0.0, 0.0], [0.0, 0.0, 0.0], [0.1, 0.2, 0.1], [0.1, 0.0, 0.0], [0.0, 0.0, 0.0], [0.0, 0.0, 0.0], [0.0, 0.0, 0.0], [0.0, 0.0, 0.0], [-0.1, 0.0, 0.0], [0.0, 0.0, 0.0], [0.0, 0.0, 0.0], [0.0, 0.0, 0.0], [0.0, 0.0, 0.0], [0.0, 0.0, 0.0], [0.0, 0.0, 0.0], [0.0, 0.0, 0.0], [0.0, 0.0, 0.0], [0.0, 0.0, 0.0], [0.0, 0.0, 0.0], [-0.1, 0.0, 0.1], [0.0, 0.0, -0.1], [0.0, 0.1, 0.0], [0.0, 0.0, 0.0], [0.0, -0.1, 0.0], [0.0, 0.0, 0.0], [0.1, 0.0, 0.0], [0.0, 0.0, 0.0], [0.0, 0.0, 0.2], [0.0, -0.1, 0.0], [0.0, 0.0, 0.0], [0.0, 0.0, 0.0], [0.0, 0.0, 0.0], [0.0, 0.0, 0.0], [0.0, 0.0, 0.0], [0.0, 0.0, 0.0], [0.0, 0.0, 0.0], [0.0, 0.0, 0.0], [0.0, 0.0, 0.0], [0.0, 0.0, 0.0], [0.0, 0.0, 0.0], [0.0, 0.0, 0.0], [0.0, 0.0, 0.0], [0.0, 0.0, 0.0], [0.1, -0.1, -0.2], [0.0, 0.0, 0.0], [0.0, 0.0, 0.0], [0.0, 0.0, 0.0], [0.0, -0.1, -0.1], [0.0, 0.0, 0.0], [0.0, 0.1, 0.4], [-0.2, 0.2, -0.4], [0.0, 0.0, 0.0], [0.0, 0.0, 0.0], [0.0, 0.0, 0.0], [0.0, 0.0, 0.0], [0.0, 0.0, 0.0], [0.0, 0.0, 0.0], [0.0, 0.0, 0.0], [0.0, 0.0, 0.1], [0.0, 0.0, 0.0], [0.1, 0.1, 0.0], [-0.1, -0.1, -0.2], [0.1, 0.0, -0.1], [0.2, 0.2, 0.1], [-0.1, -0.1, 0.0], [0.0, 0.0, 0.0], [0.0, 0.0, 0.0], [0.0, 0.0, 0.0], [0.0, 0.0, 0.0], [0.1, -0.1, 0.0], [0.0, 0.1, 0.0], [0.0, 0.0, 0.0], [0.0, 0.0, 0.0], [0.0, 0.0, 0.0]],
  "lowdin_charge": [0.766, 0.473, -0.639, -0.147, -0.077, -0.080, -0.106, -0.566, 0.951, -0.381, -0.343, -0.010, -0.023, -0.010, -0.315, -0.373, 0.836, -0.538, -0.099, -0.086, -0.079, -0.113, -0.656, 0.643, -0.020, 0.103, 0.108, 0.106, 0.102, 0.028, 0.100, 0.126, 0.119, 0.124, 0.069, 0.093, 0.101, 0.103, 0.107, 0.099, -0.121, -0.081, -0.121, -0.142, -0.141, -0.141, -0.332, 0.968, -0.274, -0.320, 0.143, 0.142, 0.176, 0.142, 0.143, 0.139, 0.138, 0.034, 0.093, 0.094, 0.093, 0.048, 0.098, -0.042, -0.224, -0.062, -0.096, -0.065, -0.221, -0.070, -0.298, -0.210, 0.084, 0.051, 0.076, 0.111, 0.097, 0.107, 0.079, 0.039, 0.051, -0.062, -0.032, -0.799, 0.581, -0.020, -0.061, 0.095, 0.076, 0.082, 0.086, 0.110, 0.074, 0.091, 0.096]
}